Molecular formula: C16H18HgN5O10S
Method: DFT, wB97M-V/def2-TZVPD

Results
- HOMO-LUMO gap (alpha / beta) (eV) = 6.8396 / 6.4519
- charge = -2
- expectation value of S² = 0.754
- highest occupied orbital energy (alpha / beta) (eV) = -2.83 / -3.45
- 2S+1 = 2
- LUMO level (alpha / beta) (eV) = 4.01 / 3.01
- relative energy (zero: lowest compared OMol25 entry of this formula, charge and spin) (kcal/mol) = 0.0
- M (g mol⁻¹) = 673.00

Cartesian coordinates (Å):
Hg: 0.33 -0.17 0.27
N: -2.32 -0.09 -0.57
C: -3.31 0.99 -0.50
C: -3.33 1.66 0.87
C: -2.12 2.56 1.14
N: -1.03 1.78 1.69
H: -2.24 -0.45 -1.51
H: -2.61 -0.87 0.01
H: -4.32 0.62 -0.73
H: -3.05 1.74 -1.26
H: -3.37 0.88 1.64
H: -4.25 2.25 0.95
H: -2.42 3.38 1.82
H: -1.78 3.02 0.21
H: -1.25 1.40 2.60
H: -0.17 2.32 1.78
O: 4.46 -0.22 -1.99
C: 3.67 -0.07 -1.05
O: 2.62 -0.76 -0.88
C: 4.05 0.96 0.01
C: 5.36 1.02 0.36
C: 5.83 1.91 1.36
C: 4.94 2.69 2.05
C: 3.59 2.65 1.74
C: 3.07 1.85 0.62
O: 1.91 1.98 0.20
N: 2.73 3.47 2.53
O: 1.53 3.22 2.60
O: 3.22 4.40 3.16
N: 7.22 1.98 1.67
O: 8.01 1.28 1.04
O: 7.59 2.75 2.56
H: 6.06 0.38 -0.15
H: 5.28 3.33 2.85
N: 0.03 -1.79 -2.33
C: -1.12 -2.49 -2.03
C: -1.24 -3.18 -0.82
C: -2.44 -3.77 -0.46
C: -3.54 -3.69 -1.30
C: -3.42 -3.04 -2.52
C: -2.23 -2.45 -2.89
S: -5.15 -4.30 -0.80
O: -4.91 -5.09 0.40
O: -5.63 -5.08 -1.94
O: -5.92 -3.08 -0.57
H: 0.11 -1.40 -3.26
H: 0.91 -2.04 -1.90
H: -0.38 -3.23 -0.16
H: -2.56 -4.29 0.48
H: -4.29 -3.01 -3.17
H: -2.14 -1.92 -3.83

Here are the natural (NBO) charges for atoms 1 to 4, given in e: 0.795, -0.862, -0.212, -0.408